# 1
A molecular structure, C17H40HgNO2P2 in a non-equilibrium geometry, computed with ωB97M-V/def2-TZVPD.

Atoms and positions in Å:
Hg1 0.455 -0.110 -0.168
P1 0.128 2.246 -0.289
P2 -0.569 -2.221 0.523
N1 -2.464 0.257 -0.503
C1 -1.679 2.552 -0.228
H1 -1.945 3.505 0.258
H2 -1.998 2.525 -1.278
C2 -2.439 1.375 0.449
H3 -1.955 1.132 1.436
H4 -3.493 1.698 0.684
C3 -3.064 -0.979 0.022
H5 -3.057 -1.599 -0.901
H6 -4.112 -0.861 0.390
C4 -2.284 -1.807 1.046
H7 -2.823 -2.747 1.280
H8 -2.211 -1.209 1.970
C5 -0.015 -3.371 1.848
C6 0.499 -2.603 3.067
H9 -0.249 -1.917 3.470
H10 1.390 -2.014 2.820
H11 0.748 -3.302 3.874
C7 -0.775 -3.135 -1.066
C8 0.580 -3.371 -1.764
H12 0.409 -3.633 -2.818
H13 1.145 -4.184 -1.298
H14 1.211 -2.464 -1.749
C9 0.592 2.687 -2.027
C10 2.118 2.794 -2.201
H15 2.320 2.857 -3.280
H16 2.647 1.916 -1.800
H17 2.519 3.704 -1.733
C11 0.903 3.392 0.908
C12 2.377 3.062 1.142
H18 2.744 3.680 1.972
H19 2.986 3.298 0.262
H20 2.550 2.009 1.398
C13 -0.663 0.795 3.154
O1 -0.175 1.137 4.125
C14 -1.606 -4.418 -0.880
H21 -1.942 -4.573 0.156
H22 -2.515 -4.351 -1.506
H23 -1.045 -5.300 -1.204
C15 -0.165 3.908 -2.569
H24 0.348 4.250 -3.482
H25 -1.191 3.645 -2.837
H26 -0.175 4.742 -1.845
C16 0.693 4.857 0.533
H27 1.039 5.482 1.367
H28 1.279 5.145 -0.346
H29 -0.355 5.109 0.361
C17 1.010 -4.394 1.378
H30 1.893 -3.923 0.933
H31 1.355 -4.991 2.230
H32 0.596 -5.100 0.655
H33 -0.938 -3.905 2.125
H34 0.340 3.184 1.832
H35 -1.351 -2.434 -1.693
H36 0.262 1.804 -2.605
H37 -0.318 -0.792 -5.026
H38 -1.010 -0.614 -4.926
O2 3.415 -0.723 1.420
H39 4.029 -1.050 0.737
H40 4.005 -0.648 2.200

Computed properties:
Energy relative to the best compared isomer or geometry (same formula, charge and spin), kcal per mole: 12.3
Lowest unoccupied orbital energy (spin up / spin down), eV: -3.7 / -3.7
Frontier orbital gap (spin up / spin down), Ha: 0.19757 / 0.19755
Net charge: +1
Largest force on an atom, eV/A: 2.416

---

# 2
4 unconnected molecules or ions with the total composition C17H40IN4O3 in a non-equilibrium geometry, computed with ωB97M-V/def2-TZVPD.

Atoms and positions in Å:
C1 -0.193 3.005 4.310
C2 0.207 4.215 5.189
C3 -0.988 5.156 5.613
I1 -0.567 7.149 4.810
C4 -2.313 4.654 5.095
N1 -2.870 3.583 5.674
C5 -4.006 3.403 4.935
N2 -4.804 2.370 5.224
N3 -4.110 4.331 3.995
N4 -3.036 5.141 4.102
H1 0.713 2.483 3.954
H2 -0.783 3.261 3.412
H3 -0.756 2.258 4.894
H4 0.930 4.811 4.617
H5 0.653 3.818 6.115
H6 -1.041 5.311 6.698
H7 -4.869 2.111 6.200
H8 -5.278 1.790 4.548
H9 -4.855 4.420 3.315
H10 -2.773 5.969 3.571
C6 2.335 -0.955 1.185
C7 2.496 0.294 2.034
O1 2.391 0.056 3.430
C8 3.340 -0.841 3.986
C9 4.781 -0.394 3.809
H11 1.373 -1.431 1.385
H12 2.387 -0.704 0.125
H13 3.112 -1.691 1.390
H14 1.698 0.998 1.784
H15 3.439 0.802 1.806
H16 3.191 -1.847 3.583
H17 3.115 -0.899 5.052
H18 5.062 -0.325 2.758
H19 5.458 -1.101 4.291
H20 4.932 0.592 4.254
C10 2.759 -5.146 -2.470
C11 1.784 -4.383 -1.589
O2 2.067 -2.997 -1.491
C12 2.049 -2.266 -2.707
C13 0.713 -2.303 -3.427
H21 3.780 -5.024 -2.103
H22 2.513 -6.209 -2.474
H23 2.737 -4.795 -3.502
H24 1.842 -4.778 -0.573
H25 0.753 -4.538 -1.923
H26 2.857 -2.606 -3.364
H27 2.282 -1.232 -2.443
H28 0.435 -3.316 -3.721
H29 0.750 -1.694 -4.330
H30 -0.080 -1.921 -2.780
C14 -3.509 -2.711 -6.454
C15 -2.618 -1.954 -5.484
O3 -1.330 -1.665 -5.998
C16 -1.285 -0.867 -7.170
C17 -1.913 0.505 -7.001
H31 -3.035 -3.647 -6.755
H32 -4.469 -2.937 -5.988
H33 -3.705 -2.138 -7.361
H34 -2.459 -2.568 -4.596
H35 -3.105 -1.034 -5.142
H36 -1.737 -1.403 -8.011
H37 -0.228 -0.746 -7.415
H38 -2.976 0.442 -6.761
H39 -1.812 1.084 -7.920
H40 -1.426 1.050 -6.190

Computed properties:
Energy relative to the best compared isomer or geometry (same formula, charge and spin), kcal per mole: 6.7
Lowest unoccupied orbital energy, eV: -3.0
Frontier orbital gap, Ha: 0.28759
Net charge: +1
Largest force on an atom, eV/A: 2.695

---

# 3
A molecular structure, C17H40NOP3Sn in a non-equilibrium geometry, computed with ωB97M-V/def2-TZVPD.

Atoms and positions in Å:
Sn1 -0.337 -0.710 -0.739
P1 -1.079 -2.272 1.906
P2 -2.825 -0.604 -1.343
P3 2.163 -0.725 1.257
H1 -1.571 2.450 -3.426
C1 -0.729 2.867 -2.875
C2 0.009 1.836 -2.016
H2 -0.810 1.459 -1.338
C3 -1.347 -1.188 3.386
C4 -2.702 -3.126 1.927
C5 -0.112 -3.598 2.703
C6 -3.306 0.307 -2.824
C7 -3.260 -2.343 -1.673
C8 -3.967 -0.015 -0.054
C9 3.597 0.157 0.527
C10 3.070 -2.176 1.954
C11 2.029 0.297 2.794
H3 -0.039 3.346 -3.584
H4 0.422 1.030 -2.715
H5 -1.592 -1.822 4.257
H6 -2.185 -0.500 3.184
H7 -0.443 -0.598 3.597
H8 -3.007 -3.340 2.970
H9 -2.602 -4.084 1.387
H10 -3.492 -2.527 1.445
H11 -0.240 -3.586 3.801
H12 0.960 -3.502 2.471
H13 -0.464 -4.572 2.321
H14 -4.373 0.157 -2.983
H15 -2.763 -0.068 -3.689
H16 -3.115 1.368 -2.712
H17 -4.340 -2.393 -1.695
H18 -2.872 -3.004 -0.908
H19 -2.855 -2.620 -2.639
H20 -4.986 -0.163 -0.429
H21 -3.804 1.053 0.125
H22 -3.840 -0.547 0.893
H23 4.546 -0.173 1.007
H24 3.486 1.253 0.663
H25 3.653 -0.059 -0.557
H26 4.148 -2.005 1.909
H27 2.826 -3.042 1.338
H28 2.778 -2.372 2.989
H29 3.018 0.648 3.105
H30 1.580 -0.293 3.595
H31 1.396 1.157 2.568
C12 1.127 2.607 -1.295
C13 0.908 3.759 -0.246
C14 2.045 4.571 0.027
C15 3.213 4.386 -0.669
C16 3.313 3.502 -1.745
C17 2.321 2.602 -2.049
O1 1.072 2.480 0.176
H32 -0.103 4.161 -0.022
H33 -1.089 3.635 -2.183
H34 1.916 5.263 0.828
H35 4.095 4.962 -0.354
H36 4.184 3.529 -2.387
H37 2.362 2.030 -2.966
N1 0.890 -2.053 -2.106
H38 0.900 -2.956 -1.637
H39 1.855 -1.742 -2.274
H40 0.366 -2.095 -2.976

Computed properties:
Energy relative to the best compared isomer or geometry (same formula, charge and spin), kcal per mole: 15.3
Lowest unoccupied orbital energy (spin up / spin down), eV: -16.3 / -16.3
Frontier orbital gap (spin up / spin down), Ha: 0.10575 / 0.10619
Net charge: +4
Largest force on an atom, eV/A: 3.549

---

# 4
A molecular structure, C17H40NP3PdS in a non-equilibrium geometry, computed with ωB97M-V/def2-TZVPD.

Atoms and positions in Å:
Pd1 -0.709 -1.322 -0.142
P1 1.809 -1.722 0.173
P2 1.027 2.494 1.962
P3 -1.409 -3.084 -1.173
H1 -2.748 1.732 -1.172
C1 -3.074 0.666 -1.141
C2 -3.270 0.049 0.029
H2 -3.849 0.548 0.826
C3 2.722 -1.530 -1.394
C4 3.130 -1.171 1.302
C5 2.062 -3.532 0.440
C6 0.990 4.092 2.767
C7 1.529 1.341 3.193
C8 2.141 2.436 0.589
C9 -3.116 -2.807 -1.640
C10 -1.253 -4.562 -0.118
C11 -0.413 -3.257 -2.679
H3 -3.418 0.260 -2.096
H4 -3.033 -1.026 0.095
H5 3.721 -1.965 -1.231
H6 2.777 -0.453 -1.599
H7 2.173 -2.045 -2.191
H8 4.021 -1.707 0.948
H9 2.917 -1.478 2.331
H10 3.334 -0.096 1.268
H11 3.143 -3.691 0.329
H12 1.505 -4.126 -0.293
H13 1.730 -3.766 1.460
H14 1.564 4.139 3.698
H15 -0.028 4.364 3.009
H16 1.404 4.798 2.056
H17 2.416 1.764 3.703
H18 1.782 0.354 2.804
H19 0.669 1.273 3.878
H20 2.889 3.243 0.720
H21 1.638 2.531 -0.384
H22 2.650 1.449 0.585
H23 -3.414 -3.458 -2.473
H24 -3.247 -1.740 -1.882
H25 -3.696 -3.014 -0.738
H26 -1.374 -5.509 -0.680
H27 -2.029 -4.502 0.659
H28 -0.261 -4.500 0.345
H29 -0.915 -3.818 -3.483
H30 0.536 -3.716 -2.378
H31 -0.181 -2.222 -2.983
C12 -0.922 2.691 -0.457
C13 -0.560 2.122 -1.705
C14 -0.325 2.976 -2.803
C15 -0.683 4.333 -2.701
C16 -1.216 4.826 -1.511
C17 -1.511 3.957 -0.476
S1 -0.829 1.925 1.222
H32 -0.919 3.020 2.020
H33 -0.575 1.028 -1.881
H34 0.081 2.537 -3.730
H35 -0.558 5.040 -3.545
H36 -1.455 5.873 -1.442
H37 -2.143 4.240 0.356
N1 -0.778 -1.551 2.073
H38 -1.773 -1.564 2.286
H39 -0.397 -0.776 2.613
H40 -0.279 -2.389 2.381

Computed properties:
Energy relative to the best compared isomer or geometry (same formula, charge and spin), kcal per mole: 61.5
Lowest unoccupied orbital energy (spin up / spin down), eV: -13.0 / -14.3
<S²>: 6.011
Frontier orbital gap (spin up / spin down), Ha: 0.18482 / 0.24863
Net charge: +4
Largest force on an atom, eV/A: 6.578
Multiplicity: 5